# 1
Here is 13 unconnected molecules or ions with the total composition C74H174O37 in a non-equilibrium geometry from the OMol25 dataset. Energies are from ωB97M-V/def2-TZVPD.

```
! RIJCOSX wB97M-V def2-TZVPD def2/J DEFGRID3
* xyz 0 1
C 3.510 -3.394 1.220
O 3.188 -4.760 0.904
C 1.916 -5.196 1.276
C 1.772 -6.712 1.556
O 1.851 -7.593 0.451
C 3.073 -7.624 -0.295
C 2.956 -8.436 -1.555
O 2.853 -9.840 -1.248
C 1.606 -10.279 -0.790
H 4.473 -3.157 0.742
H 3.598 -3.357 2.291
H 2.739 -2.798 0.762
H 1.244 -4.938 0.452
H 1.590 -4.870 2.245
H 0.735 -6.795 1.898
H 2.374 -7.091 2.354
H 3.962 -7.984 0.266
H 3.374 -6.550 -0.543
H 3.891 -8.344 -2.109
H 2.077 -8.253 -2.132
H 0.826 -9.875 -1.356
H 1.503 -10.061 0.257
H 1.642 -11.367 -0.757
C 3.369 -2.165 9.100
O 2.777 -1.267 8.212
C 1.446 -1.601 8.017
C 0.657 -0.641 7.150
O 0.179 0.404 7.942
C -1.037 0.119 8.655
C -2.139 -0.465 7.796
O -1.947 -1.871 7.569
C -2.895 -2.365 6.654
H 4.406 -1.928 9.145
H 3.216 -3.206 8.695
H 2.932 -2.130 10.114
H 0.889 -1.716 8.982
H 1.451 -2.616 7.564
H -0.107 -1.290 6.812
H 1.418 -0.186 6.484
H -1.347 1.025 9.153
H -0.919 -0.647 9.440
H -2.278 0.014 6.800
H -3.133 -0.357 8.279
H -2.688 -3.411 6.653
H -2.759 -1.851 5.691
H -3.866 -2.123 7.106
C -9.890 2.027 -1.513
O -9.209 2.851 -0.540
C -8.082 3.538 -1.149
C -7.335 4.252 -0.036
O -6.791 3.408 0.927
C -5.739 4.043 1.600
C -4.880 3.062 2.238
O -4.003 2.486 1.300
C -2.941 1.768 1.903
H -10.969 1.994 -1.228
H -9.471 1.033 -1.509
H -9.776 2.500 -2.482
H -8.459 4.269 -1.910
H -7.359 2.801 -1.612
H -8.001 5.006 0.358
H -6.529 4.815 -0.507
H -6.050 4.816 2.358
H -5.109 4.575 0.850
H -5.383 2.322 2.896
H -4.283 3.703 2.936
H -3.219 0.834 2.379
H -2.558 2.456 2.679
H -2.141 1.632 1.184
C -0.388 -5.488 4.789
O 0.868 -4.877 4.469
C 1.304 -4.030 5.463
C 2.713 -3.592 5.201
O 2.705 -2.349 4.451
C 3.897 -1.664 4.727
C 3.855 -0.365 3.983
O 4.030 -0.688 2.635
C 3.876 0.441 1.811
H -0.484 -5.965 5.763
H -0.610 -6.189 3.969
H -1.217 -4.741 4.868
H 1.351 -4.357 6.535
H 0.584 -3.208 5.475
H 3.345 -4.347 4.693
H 3.183 -3.461 6.167
H 4.748 -2.312 4.412
H 4.041 -1.473 5.780
H 4.641 0.302 4.384
H 2.905 0.204 4.180
H 3.707 0.055 0.796
H 4.819 1.055 1.815
H 3.040 1.018 2.235
C 3.884 6.106 -10.772
O 3.387 4.980 -10.041
C 4.132 4.788 -8.877
C 3.300 3.800 -8.048
O 2.214 4.463 -7.519
C 2.420 5.189 -6.327
C 1.112 5.712 -5.820
O 0.243 4.713 -5.391
C 0.660 3.916 -4.235
H 4.933 5.964 -11.154
H 3.950 6.977 -10.111
H 3.236 6.272 -11.625
H 4.269 5.672 -8.266
H 5.112 4.356 -9.131
H 3.907 3.300 -7.271
H 2.947 3.047 -8.743
H 3.021 6.093 -6.577
H 2.890 4.680 -5.503
H 0.601 6.306 -6.583
H 1.313 6.353 -4.947
H -0.257 3.589 -3.740
H 1.286 4.515 -3.561
H 1.223 2.999 -4.503
C -5.023 -5.014 -1.951
O -4.773 -3.661 -1.647
C -3.652 -3.180 -2.369
C -3.530 -1.753 -1.989
O -4.433 -0.973 -2.763
C -4.747 0.237 -2.058
C -3.533 1.145 -1.830
O -3.225 1.962 -2.946
C -2.305 1.497 -3.885
H -5.860 -5.393 -1.331
H -4.173 -5.740 -1.791
H -5.341 -5.032 -3.024
H -3.807 -3.330 -3.450
H -2.751 -3.793 -2.104
H -2.517 -1.441 -2.250
H -3.799 -1.592 -0.963
H -5.114 0.039 -1.047
H -5.562 0.682 -2.622
H -2.640 0.603 -1.501
H -3.894 1.807 -1.012
H -2.583 0.587 -4.386
H -1.335 1.349 -3.379
H -2.171 2.235 -4.671
C -3.241 5.898 4.497
O -2.801 6.074 3.170
C -1.476 6.352 3.067
C -1.168 6.991 1.716
O -1.081 6.190 0.488
C -2.241 5.428 0.343
C -2.421 4.833 -1.021
O -2.358 5.863 -2.027
C -2.787 5.443 -3.266
H -3.412 6.870 5.052
H -2.525 5.253 4.928
H -4.220 5.419 4.438
H -0.817 5.538 3.246
H -1.193 7.169 3.801
H -0.157 7.367 1.882
H -1.892 7.852 1.519
H -3.093 6.062 0.592
H -2.261 4.574 1.062
H -3.378 4.281 -1.145
H -1.591 4.147 -1.279
H -2.070 4.666 -3.617
H -2.674 6.284 -3.896
H -3.812 5.104 -3.278
C -0.094 -6.513 -2.755
O -0.910 -7.107 -3.739
C -1.981 -6.300 -4.098
C -1.588 -5.104 -4.899
O -1.091 -4.189 -3.966
C -0.741 -2.921 -4.540
C 0.266 -2.315 -3.538
O 1.421 -3.115 -3.567
C 2.191 -2.781 -2.447
H -0.662 -6.105 -1.901
H 0.566 -5.690 -3.055
H 0.493 -7.329 -2.309
H -2.459 -5.956 -3.174
H -2.652 -6.907 -4.719
H -2.466 -4.688 -5.411
H -0.811 -5.376 -5.616
H -1.668 -2.347 -4.632
H -0.179 -3.044 -5.489
H -0.160 -2.300 -2.564
H 0.438 -1.325 -3.884
H 2.664 -1.804 -2.453
H 3.057 -3.450 -2.437
H 1.635 -2.921 -1.572
C 7.091 -1.453 -2.981
O 5.817 -1.289 -2.374
C 5.716 0.011 -1.639
C 4.362 0.663 -1.940
O 4.051 0.808 -3.340
C 4.989 1.563 -4.088
C 5.249 2.911 -3.565
O 4.033 3.605 -3.420
C 4.270 4.960 -3.269
H 7.216 -0.678 -3.764
H 7.185 -2.449 -3.425
H 7.802 -1.349 -2.138
H 6.601 0.634 -1.864
H 5.683 -0.076 -0.537
H 4.264 1.599 -1.352
H 3.606 -0.076 -1.621
H 4.546 1.533 -5.066
H 5.918 1.012 -4.189
H 5.964 3.367 -4.234
H 5.666 2.776 -2.563
H 3.305 5.396 -2.895
H 4.616 5.445 -4.218
H 5.082 5.238 -2.592
C -1.745 -9.164 4.332
O -1.689 -10.170 3.332
C -0.847 -9.756 2.281
C -1.437 -8.889 1.180
O -1.642 -7.602 1.683
C -1.618 -6.591 0.679
C -1.890 -5.178 1.307
O -3.110 -4.922 2.000
C -4.312 -4.764 1.218
H -0.681 -9.005 4.624
H -2.318 -9.626 5.140
H -2.218 -8.212 4.033
H -0.617 -10.713 1.770
H 0.001 -9.234 2.738
H -2.313 -9.454 0.741
H -0.697 -8.894 0.367
H -2.452 -6.725 -0.072
H -0.700 -6.637 0.114
H -1.761 -4.426 0.486
H -1.083 -4.993 2.008
H -5.124 -4.523 1.934
H -4.632 -5.726 0.722
H -4.230 -3.979 0.464
C 2.028 2.971 -1.059
O 1.635 1.782 -0.466
C 0.518 1.091 -0.927
C 0.342 -0.101 0.025
O -0.804 -0.829 -0.410
C -1.086 -1.921 0.443
C -1.945 -1.676 1.701
O -1.427 -0.859 2.737
C -0.262 -1.439 3.367
H 2.341 2.835 -2.103
H 2.905 3.353 -0.488
H 1.183 3.729 -1.057
H 0.560 0.728 -1.983
H -0.387 1.718 -0.869
H 0.150 0.259 1.061
H 1.245 -0.723 0.014
H -0.192 -2.529 0.736
H -1.679 -2.561 -0.218
H -2.287 -2.615 2.139
H -2.897 -1.239 1.386
H 0.088 -0.740 4.141
H 0.542 -1.633 2.629
H -0.537 -2.358 3.841
C 4.445 9.182 -5.167
O 4.029 8.553 -3.952
C 2.968 9.267 -3.377
C 2.451 8.549 -2.110
O 1.755 7.362 -2.421
C 0.365 7.666 -2.616
H 4.825 10.176 -5.022
H 3.587 9.304 -5.856
H 5.115 8.449 -5.576
H 2.071 9.325 -3.993
H 3.186 10.301 -3.256
H 1.927 9.292 -1.511
H 3.324 8.115 -1.603
H -0.070 7.877 -1.618
H -0.184 6.794 -2.978
H 0.133 8.502 -3.301
C 1.983 5.532 2.117
O 1.164 4.756 2.972
C 0.651 3.561 2.398
C 0.120 2.486 3.359
O -0.872 3.108 4.118
C -1.386 2.254 5.142
H 2.229 6.396 2.754
H 1.541 5.839 1.137
H 2.859 4.964 1.837
H 1.361 3.042 1.755
H -0.153 3.734 1.697
H 0.823 2.037 4.062
H -0.308 1.586 2.779
H -1.558 1.203 4.723
H -2.344 2.729 5.437
H -0.711 2.144 6.006
*
```

Values from the calculation:
- HOMO level (eV) = -8.97
- frontier orbital gap (eV) = 9.45
- LUMO level (eV) = 0.5

***

# 2
Here is a molecular structure, C35H30N7O2Ta from the OMol25 dataset. Energies are from ωB97M-V/def2-TZVPD.

```
! RIJCOSX wB97M-V def2-TZVPD def2/J DEFGRID3
* xyz 4 1
Ta -0.112 0.013 -0.035
C 2.263 -4.266 -0.530
C 2.024 -2.866 -0.985
C 1.450 -2.609 -2.232
C 1.290 -1.309 -2.698
C 1.718 -0.214 -1.929
C 2.308 -0.449 -0.678
C 2.430 -1.762 -0.208
H 3.005 -4.737 -1.183
H 1.357 -4.869 -0.621
H 2.638 -4.317 0.490
H 1.179 -3.441 -2.872
H 0.901 -1.151 -3.696
H 1.799 0.762 -2.391
H 2.851 0.356 -0.181
H 2.951 -1.953 0.721
O -2.848 0.022 2.736
C -1.739 0.216 2.390
N -1.370 0.880 1.134
C -2.070 2.112 0.792
O -3.180 2.366 1.107
C -1.143 2.940 -0.014
C -1.406 4.259 -0.282
C -0.489 4.974 -1.056
C 0.647 4.328 -1.511
C 0.839 2.990 -1.200
N -0.036 2.287 -0.459
C -0.473 -0.165 3.053
C -0.384 -0.403 4.401
C 0.867 -0.727 4.928
C 1.957 -0.783 4.075
C 1.778 -0.548 2.721
N 0.577 -0.241 2.196
H -2.304 4.716 0.117
H -0.664 6.017 -1.292
H 1.391 4.847 -2.100
H 1.729 2.481 -1.538
H -1.267 -0.318 5.022
H 0.984 -0.919 5.988
H 2.950 -1.001 4.448
H 2.620 -0.578 2.048
C -2.871 -5.590 1.729
C -2.173 -4.373 1.237
C -0.915 -3.985 1.718
C -0.318 -2.837 1.270
N -0.885 -2.018 0.335
C -2.089 -2.424 -0.173
C -2.734 -3.556 0.247
H -2.354 -6.058 2.563
H -2.954 -6.320 0.918
H -3.895 -5.350 2.023
H -0.403 -4.591 2.454
H 0.649 -2.552 1.648
H -2.514 -1.822 -0.954
H -3.686 -3.815 -0.200
N -10.262 0.994 -3.498
C -9.127 0.949 -3.326
C -7.708 0.875 -3.110
C -7.218 0.258 -1.958
C -5.855 0.160 -1.755
C -4.991 0.694 -2.701
C -5.462 1.327 -3.840
C -6.828 1.409 -4.048
N -3.559 0.575 -2.504
C -2.600 0.639 -3.502
C -1.400 0.456 -2.915
N -1.600 0.279 -1.541
C -2.942 0.361 -1.355
H -7.909 -0.151 -1.234
H -5.492 -0.350 -0.871
H -4.796 1.781 -4.561
H -7.213 1.891 -4.937
H -2.846 0.783 -4.540
H -0.430 0.458 -3.372
H -3.447 0.304 -0.405
*
```

Values from the calculation:
- HOMO level (eV) = -18.20
- relative energy (zero: lowest compared OMol25 entry of this formula, charge and spin) (kcal/mol) = 8.07
- frontier orbital gap (eV) = 3.88
- LUMO level (eV) = -14.3

***

# 3
Here is a molecular structure, C32H30BrN5OTc in a non-equilibrium geometry from the OMol25 dataset. Energies are from ωB97M-V/def2-TZVPD.

```
! RIJCOSX wB97M-V def2-TZVPD def2/J DEFGRID3
* xyz 2 2
Tc -0.057 0.139 0.431
C -2.908 -0.954 -0.028
N -1.764 -1.142 0.899
C -2.247 -0.874 2.292
C -1.234 -2.509 0.941
C -2.026 -3.636 0.954
C -1.456 -4.868 1.267
C -0.119 -4.945 1.623
C 0.695 -3.821 1.564
C 0.159 -2.608 1.148
N 0.900 -1.423 0.882
C 2.235 -1.434 0.391
C 2.922 -2.557 -0.061
C 4.178 -2.414 -0.637
C 4.743 -1.161 -0.794
C 4.046 -0.024 -0.388
C 2.805 -0.159 0.188
N 1.988 0.963 0.644
C 2.233 2.224 -0.088
C 2.323 1.193 2.083
H -3.785 -1.508 0.309
H -3.168 0.103 -0.047
H -2.630 -1.281 -1.027
H -2.986 -1.628 2.562
H -1.410 -0.916 2.984
H -2.703 0.112 2.333
H -3.090 -3.569 0.769
H -2.074 -5.755 1.283
H 0.299 -5.888 1.947
H 1.728 -3.880 1.875
H 2.474 -3.537 -0.016
H 4.706 -3.292 -0.983
H 5.719 -1.059 -1.248
H 4.485 0.952 -0.538
H 3.227 2.619 0.130
H 2.136 2.059 -1.160
H 1.497 2.957 0.237
H 3.385 1.427 2.161
H 1.730 2.019 2.463
H 2.106 0.296 2.658
Br -4.338 5.847 2.853
C -3.131 4.439 2.534
C -2.508 3.795 3.621
C -1.627 2.766 3.422
C -1.328 2.313 2.120
O -0.503 1.318 1.960
C -1.945 2.975 1.023
C -1.613 2.674 -0.315
N -0.819 1.719 -0.736
C -0.496 1.651 -2.111
C -0.539 2.695 -3.002
C -0.264 2.471 -4.364
C 0.043 1.224 -4.826
C 0.132 0.137 -3.927
C 0.428 -1.185 -4.323
C 0.481 -2.164 -3.371
C 0.298 -1.831 -2.023
N 0.043 -0.602 -1.607
C -0.092 0.373 -2.557
C -2.845 4.042 1.262
H -2.733 4.127 4.626
H -1.147 2.275 4.259
H -2.061 3.324 -1.063
H -0.777 3.700 -2.680
H -0.307 3.307 -5.049
H 0.233 1.054 -5.878
H 0.598 -1.408 -5.369
H 0.681 -3.194 -3.628
H 0.379 -2.608 -1.276
H -3.304 4.543 0.419
*
```

Values from the calculation:
- HOMO level (spin up / spin down) (eV) = -13.34 / -13.43
- <S²> = 0.873
- frontier orbital gap (spin up / spin down) (eV) = 5.83 / 6.52
- LUMO level (spin up / spin down) (eV) = -7.5 / -6.9

***

# 4
Here is 2 unconnected molecules or ions with the total composition C2H6Se in a non-equilibrium geometry from the OMol25 dataset. Energies are from ωB97M-V/def2-TZVPD.

```
! RIJCOSX wB97M-V def2-TZVPD def2/J DEFGRID3
* xyz 0 1
C -0.091 0.528 0.624
C -0.048 0.147 -0.803
Se -0.672 -1.624 -1.140
H 0.886 0.153 1.103
H -0.146 1.600 0.569
H -0.979 0.153 1.136
H 0.969 0.199 -1.099
H -0.650 0.950 -1.468
H 0.731 -2.105 1.079
*
```

Values from the calculation:
- HOMO level (spin up / spin down) (eV) = -8.86 / -8.86
- relative energy (zero: lowest compared OMol25 entry of this formula, charge and spin) (kcal/mol) = 84.97
- frontier orbital gap (spin up / spin down) (eV) = 6.51 / 6.51
- LUMO level (spin up / spin down) (eV) = -2.4 / -2.4

***

# 5
Here is a molecular structure, C27H27FeN4 in a non-equilibrium geometry from the OMol25 dataset. Energies are from ωB97M-V/def2-TZVPD.

```
! RIJCOSX wB97M-V def2-TZVPD def2/J DEFGRID3
* xyz 1 5
Fe -0.463 -0.741 -1.140
C -0.885 2.287 4.473
C -1.327 1.194 3.486
C -2.819 0.979 3.759
C -1.001 1.446 2.030
C -0.410 2.602 1.593
C -0.402 2.993 0.270
C -0.964 2.170 -0.704
C -1.125 2.613 -2.130
C -1.533 0.937 -0.300
C -1.537 0.595 1.075
H -1.002 1.992 5.563
H -1.478 3.189 4.293
H 0.174 2.565 4.358
H -0.812 0.219 3.692
H -3.335 1.917 3.510
H -2.941 0.733 4.835
H -3.209 0.235 3.028
H -0.006 3.286 2.366
H -0.004 3.936 -0.075
H -0.528 2.059 -2.852
H -0.839 3.678 -2.250
H -2.180 2.575 -2.408
H -2.309 0.592 -0.976
H -1.982 -0.309 1.468
C 1.546 -2.292 3.719
C 2.300 -1.186 3.294
C 2.161 -0.726 2.006
C 1.382 -1.476 1.081
C 0.594 -2.565 1.588
C 0.777 -3.113 2.863
N 1.304 -1.064 -0.230
C 2.397 -0.548 -0.956
C 3.789 -0.489 -0.588
C 4.782 0.006 -1.430
C 4.400 0.515 -2.682
C 3.071 0.370 -3.123
C 2.078 -0.198 -2.331
N 0.845 -0.578 -2.739
N 0.490 -0.731 -3.989
C -0.808 -1.345 -3.824
C -1.531 -1.647 -5.012
C -2.728 -2.353 -4.926
C -3.324 -2.534 -3.647
C -2.697 -2.005 -2.537
N -1.441 -1.454 -2.624
H 1.604 -2.538 4.747
H 2.920 -0.664 4.007
H 2.723 0.163 1.672
H -0.040 -3.051 0.804
H 0.350 -4.047 3.142
H 4.041 -1.001 0.317
H 5.823 0.169 -1.045
H 5.096 0.917 -3.452
H 2.780 0.704 -4.123
H -0.968 -1.470 -5.964
H -3.209 -2.656 -5.862
H -4.344 -2.978 -3.531
H -3.244 -1.880 -1.584
*
```

Values from the calculation:
- HOMO level (spin up / spin down) (eV) = -9.84 / -10.05
- <S²> = 6.062
- frontier orbital gap (spin up / spin down) (eV) = 5.23 / 5.48
- LUMO level (spin up / spin down) (eV) = -4.6 / -4.6

***

Number 1: DFT total energy -155292.8263 eV. Number 2: DFT total energy -52820.5062 eV. Number 3: DFT total energy -115397.9313 eV. Number 4: DFT total energy -67513.0032 eV. Number 5: DFT total energy -68776.9210 eV.